# 1
Below is the molecule C5H8O, with properties calculated with ωB97M-V/def2-TZVPD.

Each line ends with the natural charge from an NBO analysis.
Atoms and positions in Å:
C: -1.2836 0.6521 0.3394  0.087
C: -1.2933 -0.6859 -0.4225  -0.448
C: -0.1023 0.4046 -0.5387  -0.295
C: 1.1551 -0.0711 0.1147  -0.180
C: 2.3470 -0.4511 -0.4429  -0.434
H: -1.8781 0.6238 2.1320  0.473
H: -1.9231 1.4179 -0.0838  0.177
H: -1.8620 -0.5771 -1.4223  0.223
H: -1.1017 -1.6686 0.0446  0.240
H: 0.0426 0.8124 -1.5245  0.227
H: 1.1836 -0.1229 1.3153  0.224
H: 3.0221 -0.8202 0.2904  0.196
H: 2.7379 -0.3108 -1.5271  0.200
O: -1.0441 0.7969 1.7254  -0.691

## Properties
Structure (SMILES)   C=C[C@H]1C[C@H]1O
Molar mass   84.1 u
ΔE to the lowest compared entry with this formula, charge and spin   2.854 eV
Orbital gap   9.58 eV
HOMO level   -8.671 eV

***

# 2
Below is the molecule C5H8O, with properties calculated with ωB97M-V/def2-TZVPD.

Each line ends with the natural charge from an NBO analysis.
Atoms and positions in Å:
C: 0.2028 1.3736 -0.6432  -0.633
C: 0.3289 0.1433 0.1876  0.305
C: 1.0172 -1.0596 -0.2479  -0.475
C: -0.4535 -1.3764 -0.2759  -0.349
C: -1.0174 -0.2937 1.1434  -0.050
O: 0.1758 0.3436 1.5642  -0.494
H: -0.6314 2.0137 -0.3310  0.221
H: 1.1291 1.9395 -0.5209  0.228
H: 0.0741 1.1056 -1.6928  0.223
H: 1.6259 -1.5718 0.4893  0.218
H: 1.5306 -0.8659 -1.1880  0.225
H: -0.8878 -1.1068 -1.2490  0.174
H: -1.2891 -1.1121 1.7730  0.217
H: -1.8051 0.4669 0.9913  0.189

## Properties
Molar mass   84.1 u
ΔE to the lowest compared entry with this formula, charge and spin   4.972 eV
Orbital gap   8.86 eV
HOMO level   -7.897 eV

***

# 3
Below is the molecule C5H8O, with properties calculated with ωB97M-V/def2-TZVPD.

Each line ends with the natural charge from an NBO analysis.
Atoms and positions in Å:
C: -0.7775 -1.3749 -0.6360  -0.592
C: -0.2308 0.0492 -0.4913  -0.332
C: -0.8329 0.7554 0.7339  -0.039
O: -0.3632 2.0713 0.8868  -0.710
C: 1.2375 0.0651 -0.4090  0.001
C: 2.4396 0.1086 -0.3261  -0.263
H: -0.5089 -1.9876 0.2318  0.212
H: -0.3744 -1.8580 -1.5308  0.222
H: -1.8701 -1.3489 -0.7166  0.212
H: -0.5122 0.6342 -1.3761  0.233
H: -1.9158 0.8278 0.6004  0.182
H: -0.6436 0.1434 1.6310  0.158
H: 0.6011 2.0176 0.9447  0.473
H: 3.5061 0.1381 -0.2697  0.242

## Properties
Structure (SMILES)   C#C[C@@H](C)CO
Molar mass   84.1 u
ΔE to the lowest compared entry with this formula, charge and spin   2.032 eV
Orbital gap   11.09 eV
HOMO level   -10.073 eV

***

# 4
Below is the molecule C5H8O, with properties calculated with ωB97M-V/def2-TZVPD.

Each line ends with the natural charge from an NBO analysis.
Atoms and positions in Å:
C: 1.7103 -0.7862 0.0617  -0.604
C: 0.4852 0.0703 0.0039  -0.360
C: -0.6716 -0.0953 -0.9789  -0.398
C: -1.7417 0.4965 -0.0806  -0.521
C: -1.3109 0.8408 1.1370  0.665
O: -1.0511 1.2611 2.2023  -0.488
H: 2.3192 -0.4448 0.9086  0.218
H: 1.4017 -1.8158 0.2552  0.205
H: 2.3003 -0.7248 -0.8496  0.207
H: 0.7585 1.1414 -0.0155  0.214
H: -0.5632 0.4876 -1.9035  0.211
H: -0.8070 -1.1478 -1.2673  0.205
H: -2.6999 0.8946 -0.3749  0.251
H: -0.0807 -0.2918 0.9250  0.196

## Properties
Structure (SMILES)   CCCC=C=O
Molar mass   84.1 u
ΔE to the lowest compared entry with this formula, charge and spin   2.218 eV
Orbital gap   9.68 eV
HOMO level   -8.681 eV